Molecular formula: C36H50BrN3OOsP2
Method: DFT, the ωB97M-V functional and the def2-TZVPD basis

```
94
Properties=species:S:1:pos:R:3:forces:R:3
C -4.810018 -3.024290 0.626458 -0.160 -0.684 -0.740
C -4.486791 -2.170609 -0.459721 0.017 -0.245 0.640
C -5.546291 -1.400447 -0.997168 0.169 -0.128 -0.777
C -6.866630 -1.814482 -0.753714 0.468 -0.021 0.579
N -7.141325 -2.801130 0.102899 -0.116 -0.012 -0.407
C -6.162357 -3.381781 0.801201 0.673 0.674 0.178
C -3.203630 -2.185409 -1.147845 -1.897 0.480 0.703
C -2.244570 -2.197739 -1.908531 3.186 1.070 -0.115
C -0.892858 -1.897831 -2.393400 -2.858 -0.739 1.140
C -0.055569 -0.859298 -1.934247 0.932 1.439 -1.426
C 1.083818 -0.427940 -2.761038 -1.927 -1.098 -0.972
C 1.728436 -1.530882 -3.263605 3.743 0.027 -0.340
C 1.049792 -2.646566 -3.708899 -0.649 -0.612 -0.325
C -0.295202 -2.762880 -3.325763 0.750 -0.982 -1.091
Os 1.352201 -0.028894 -0.886884 -2.280 1.526 5.103
P -0.676332 0.817037 0.375168 -2.256 0.464 2.047
H -5.337536 -0.559895 -1.662427 -0.127 -0.467 -0.104
H -4.030944 -3.456329 1.255512 -0.216 -0.224 -0.421
H -7.709150 -1.337741 -1.272800 0.383 -0.157 0.368
H -6.451638 -4.165059 1.518772 0.145 0.541 -0.302
H -0.892875 -3.608335 -3.684926 0.307 0.272 0.063
H 2.946948 -0.384605 -0.846917 -0.294 0.375 0.041
H 1.509618 -3.377613 -4.378666 -0.033 0.065 0.478
H 1.466523 0.629987 -2.833787 0.040 -0.790 -0.570
C -0.092525 2.193947 1.515861 0.738 -0.321 -0.589
C -1.111769 3.055326 2.269304 -0.291 0.088 0.109
H 0.522772 2.847265 0.878130 0.023 -0.103 0.225
H 0.604835 1.708039 2.218988 -0.135 0.104 -0.211
H -0.560254 3.817040 2.837826 -0.057 -0.210 -0.184
H -1.783088 3.605939 1.593854 0.120 -0.264 0.200
H -1.704581 2.489220 3.000718 0.174 0.223 -0.400
C -2.408906 1.379894 -0.199404 0.475 0.263 -1.019
C -3.679799 1.217618 0.654311 0.026 -0.381 0.525
H -2.551254 0.823414 -1.139848 -0.052 0.202 0.078
H -2.347776 2.445541 -0.453751 0.104 -0.570 0.087
H -4.532944 1.614590 0.085559 0.366 0.009 -0.009
H -3.923332 0.163941 0.845646 0.152 0.316 0.126
H -3.659973 1.771503 1.607513 0.094 -0.244 -0.483
C -1.257119 -0.515212 1.547105 0.955 -0.617 -0.539
C -1.756040 -0.130055 2.935994 -0.204 0.129 0.307
H -0.372323 -1.139791 1.694702 -0.349 -0.121 -0.008
H -1.966512 -1.140267 0.981790 0.054 0.312 0.193
H -2.053116 -1.047850 3.460693 -0.022 0.156 -0.176
H -0.949879 0.308590 3.542786 -0.298 0.054 -0.272
H -2.624181 0.540125 2.929865 0.378 -0.285 0.069
Br 3.751092 -1.331839 -2.853493 -1.591 -1.115 -2.189
P -0.017359 2.296585 -2.267537 0.392 1.190 -0.488
C -0.917768 3.750787 -1.707379 -0.562 -0.298 0.316
C -0.537281 5.091255 -2.297501 0.057 0.434 -0.231
H -0.804015 3.757978 -0.612297 -0.187 0.177 -0.287
H -1.961941 3.512378 -1.954698 0.146 0.255 0.182
H -1.212978 5.820796 -1.843686 0.151 0.080 -0.127
H 0.484222 5.391838 -2.058416 -0.093 0.012 -0.065
H -0.689860 5.120327 -3.378060 0.101 0.065 0.159
C 1.782618 2.766812 -2.221273 -0.183 -0.270 0.082
C 2.460430 2.748852 -3.594219 0.314 0.105 0.090
H 2.251289 2.039448 -1.495737 0.135 0.829 -0.506
H 1.810842 3.766980 -1.764217 0.126 -0.341 -0.007
H 3.546379 2.893085 -3.489973 -0.378 0.021 -0.011
H 2.313853 1.791695 -4.114051 0.040 0.266 -0.087
H 2.062578 3.566515 -4.213731 0.132 -0.375 0.097
C -0.682671 1.759860 -3.900206 0.084 -0.586 0.208
C -1.115508 2.848805 -4.874566 -0.047 0.392 -0.213
H -1.547364 1.131181 -3.624528 0.163 0.120 -0.112
H 0.040349 1.079783 -4.376658 -0.214 0.311 0.156
H -1.427948 2.350137 -5.800968 0.060 0.167 0.185
H -1.973996 3.423988 -4.506835 0.245 -0.110 -0.072
H -0.295849 3.536370 -5.121779 -0.259 -0.193 0.032
C 4.698337 -3.374952 3.214758 0.636 -0.544 0.479
N 3.677015 -3.076247 2.224784 -0.329 1.443 0.994
N 2.849133 -2.027697 2.363775 0.979 0.234 1.228
C 2.123969 -1.893986 1.206698 0.150 0.325 -0.639
O 1.561518 -0.777413 0.973650 0.510 -1.036 0.788
C 2.426334 -3.004323 0.394441 0.024 0.506 -0.187
C 3.459627 -3.662808 1.027829 -0.672 -0.468 -1.279
C 4.267803 -4.800106 0.566727 0.045 -0.364 -0.298
C 2.893496 -1.056923 3.407332 0.128 0.160 -0.119
C 4.049328 -0.313492 3.660725 0.156 0.301 0.412
C 4.014394 0.622253 4.707084 0.086 -0.310 -0.536
C 2.811592 0.846848 5.393677 0.018 0.006 0.208
C 1.635092 0.166200 5.043259 0.016 -0.068 -0.227
C 1.687830 -0.803785 4.055592 -0.377 0.095 -0.097
H 4.413652 -2.979283 4.197613 -0.067 -0.065 -0.368
H 5.671728 -2.948899 2.921567 -0.391 -0.032 0.003
H 4.816933 -4.463152 3.287906 -0.130 0.268 -0.090
H 1.990282 -3.093053 -0.591486 0.310 -0.523 0.127
H 5.332197 -4.530091 0.490023 -0.277 -0.121 0.079
H 4.154988 -5.637972 1.267084 0.145 0.024 -0.230
H 3.902384 -5.097343 -0.424880 0.232 -0.073 0.357
H 4.917666 -0.427392 3.006118 -0.105 -0.008 0.468
H 4.917617 1.192867 4.958552 -0.483 -0.253 -0.130
H 2.791050 1.565825 6.217632 0.007 -0.197 -0.343
H 0.675302 0.393278 5.510483 0.424 -0.080 0.103
H 0.815766 -1.368056 3.723555 0.082 0.128 0.406
```
Positions in Å, forces in eV/Å.

charge	+4
expectation value of S²	6.074
gap between HOMO and LUMO (spin up / spin down)	5.96 / 3.35	eV
energy above the lowest of the compared OMol25 structures with the same formula, charge and spin	5.500	eV
spin multiplicity	5